A 3-piece molecular cluster, C3H11NO3S overall at a distorted geometry. Source: the Open Molecules 2025 dataset; level of theory: the ωB97M-V functional and the def2-TZVPD basis.

Its electronic energy is -21756.27807 eV. For the lowest unoccupied orbital energy, the calculation gives 0.221 Eh. The calculation puts the energy relative to the best compared isomer or geometry (same formula, charge and spin) at 13.9 kcal/mol. As for the HOMO energy: 0.119 eV. Its charge is -2. The orbital gap is 0.21619 Eh.

Last column: natural (NBO) charge in e.
Geometry (Å):
C  0.9153  1.1825  0.0733  -0.24
C  2.3508  1.2018  -0.3897  -0.52
S  3.6577  1.6979  0.8323  -0.78
N  0.0539  0.9963  -1.1516  -0.68
C  -1.2345  0.3257  -0.9275  0.13
O  -1.3041  -0.8346  -0.1860  -0.99
H  0.6148  0.4485  0.8283  0.18
H  0.5963  2.1599  0.4573  0.17
H  2.4396  2.0118  -1.1323  0.18
H  2.5653  0.2579  -0.8840  0.17
H  0.5920  0.5588  -1.8861  0.33
H  -1.5891  0.0186  -1.9502  0.09
H  -1.9402  1.0589  -0.5189  0.10
H  -2.7843  -2.2129  1.8458  0.45
H  -2.5465  -1.3105  0.6374  0.52
O  -3.2994  -1.8030  1.1348  -1.04
H  -0.3797  -1.7820  0.7488  0.52
H  1.0070  -1.6740  1.1295  0.46
O  0.2851  -2.3016  1.3390  -1.04

Cartesian forces (eV/Å) of the 3 atoms listed first:
C -1.502 0.456 -1.074
C 0.683 1.157 0.429
S -0.244 -0.397 0.011



C18H33GeO4PPmS2 as an isolated structure at a distorted geometry. Source: the Open Molecules 2025 dataset; level of theory: the ωB97M-V functional and the def2-TZVPD basis.

Its electronic energy is -131429.94645 eV. For the lowest unoccupied orbital energy (alpha / beta), the calculation gives 0.092 / 0.092 Eh. The calculation puts the energy relative to the best compared isomer or geometry (same formula, charge and spin) at 0.0 kcal/mol. As for the HOMO energy (alpha / beta): -4.101 / -4.118 eV. Its charge is -1. The orbital gap (alpha / beta) is 0.24228 / 0.24294 Eh. As for the spin multiplicity: 5.

Last column: natural (NBO) charge in e.
Geometry (Å):
Pm  -0.1071  0.1512  0.9035  1.79
S  2.4318  -0.6448  0.1811  -0.43
C  2.8460  -0.5510  1.9122  -0.18
C  4.1059  -0.0134  2.2308  -0.24
C  4.5475  0.1279  3.5270  -0.24
C  3.7101  -0.2523  4.5780  -0.26
C  2.4701  -0.7753  4.2902  -0.16
C  2.0110  -0.9665  2.9730  -0.22
S  0.4179  -1.7395  2.7954  -0.41
H  4.7392  0.2958  1.4078  0.21
H  5.5330  0.5352  3.7205  0.19
H  4.0259  -0.1371  5.6077  0.20
H  1.8026  -1.0673  5.0915  0.20
C  3.7484  3.5853  1.7529  -0.62
C  2.3928  4.2333  1.5316  0.28
C  2.2247  5.5014  2.3464  -0.63
C  2.1500  4.4656  0.0519  -0.65
O  1.4496  3.2604  2.0925  -0.83
P  0.0003  2.8939  1.6165  2.59
O  -0.4828  1.7629  2.4989  -1.14
O  -0.0383  2.4047  0.1805  -1.17
O  -0.7925  4.2467  1.8052  -0.85
C  -2.1308  4.5427  1.2657  0.28
C  -1.9694  4.9047  -0.1993  -0.64
C  -3.0482  3.3521  1.4525  -0.65
C  -2.5874  5.7313  2.0883  -0.62
H  4.5450  4.2601  1.4318  0.20
H  3.8180  2.6566  1.1878  0.24
H  3.8878  3.3475  2.8067  0.22
H  2.9650  6.2439  2.0374  0.20
H  2.3753  5.2813  3.4024  0.22
H  1.2296  5.9229  2.2139  0.22
H  2.9252  5.1449  -0.3111  0.21
H  1.1821  4.9238  -0.1450  0.21
H  2.2075  3.5308  -0.5016  0.24
H  -1.5579  4.0704  -0.7628  0.25
H  -1.3102  5.7668  -0.3101  0.21
H  -2.9455  5.1633  -0.6164  0.21
H  -2.7601  2.4993  0.8409  0.24
H  -4.0571  3.6476  1.1491  0.21
H  -3.0756  3.0321  2.4931  0.23
H  -1.8762  6.5513  1.9937  0.21
H  -2.6699  5.4592  3.1391  0.22
H  -3.5624  6.0760  1.7394  0.21
C  -2.5478  -3.3039  0.6469  -1.10
Ge  -3.1124  -1.8526  -0.5388  1.63
C  -2.4320  -2.2635  -2.3305  -1.09
C  -5.0693  -1.9874  -0.6459  -1.09
C  -2.4525  -0.1594  0.0514  -1.52
H  -2.8895  -4.2686  0.2662  0.21
H  -2.9687  -3.1640  1.6444  0.22
H  -1.4629  -3.3521  0.7600  0.24
H  -2.7817  -3.2427  -2.6619  0.21
H  -1.3414  -2.2742  -2.3507  0.23
H  -2.7725  -1.5152  -3.0482  0.22
H  -5.3833  -2.9739  -0.9916  0.21
H  -5.4657  -1.2388  -1.3335  0.22
H  -5.5157  -1.8110  0.3336  0.22
H  -2.9806  0.1130  0.9815  0.22
H  -2.7072  0.6130  -0.6876  0.22

Cartesian forces (eV/Å) of the 3 atoms listed first:
Pm -0.127 -1.152 -0.212
S -0.106 -0.016 0.025
C -0.041 0.057 -0.137



A 2-piece molecular cluster, C4H11NO2 overall at a distorted geometry. Source: the Open Molecules 2025 dataset; level of theory: the ωB97M-V functional and the def2-TZVPD basis.

Its electronic energy is -9911.43550 eV. For the lowest unoccupied orbital energy, the calculation gives 0.026 Eh. The calculation puts the energy relative to the best compared isomer or geometry (same formula, charge and spin) at 18.6 kcal/mol. As for the HOMO energy: -9.416 eV. Its charge is 0. The orbital gap is 0.37194 Eh. The structure (SMILES) is CC(=O)N(C)C.O.

Last column: natural (NBO) charge in e.
Geometry (Å):
C  -0.9995  0.9177  -1.3946  -0.73
C  -0.0472  0.1454  -0.4849  0.69
O  0.9849  0.6576  -0.1143  -0.62
N  -0.4125  -1.1239  -0.0983  -0.45
C  0.6632  -2.0515  0.1179  -0.42
C  -1.6806  -1.7005  -0.4939  -0.40
H  -0.3415  1.5792  -1.9715  0.25
H  -1.5638  0.3472  -2.1224  0.22
H  -1.6252  1.5596  -0.7876  0.24
H  1.2609  -2.2359  -0.7839  0.19
H  0.3075  -3.0341  0.4354  0.20
H  1.3882  -1.7455  0.8595  0.23
H  -1.9591  -2.4234  0.2680  0.21
H  -2.4180  -0.9054  -0.5041  0.21
H  -1.5995  -2.2420  -1.4438  0.19
O  1.4390  2.7532  2.0911  -0.94
H  1.2941  3.0208  1.1803  0.47
H  0.7728  2.0806  2.2740  0.47

Cartesian forces (eV/Å) of the 3 atoms listed first:
C 1.000 0.456 -0.206
C -0.932 -0.242 -0.162
O 0.502 0.025 -0.011



A 2-piece molecular cluster, C4H7N3O3 overall at a distorted geometry. Source: the Open Molecules 2025 dataset; level of theory: the ωB97M-V functional and the def2-TZVPD basis.

Its electronic energy is -14873.19140 eV. For the lowest unoccupied orbital energy, the calculation gives 0.014 Eh. The calculation puts the energy relative to the best compared isomer or geometry (same formula, charge and spin) at 39.6 kcal/mol. As for the HOMO energy: -10.479 eV. Its charge is 0. The orbital gap is 0.39864 Eh. The structure (SMILES) is O=CNCc1ncno1.O.

Last column: natural (NBO) charge in e.
Geometry (Å):
O  3.3738  -0.1312  6.8213  -0.58
C  2.3737  -0.2053  6.1255  0.55
N  1.8815  0.8819  5.3602  -0.65
C  2.4979  2.1812  5.3978  -0.29
C  2.2675  2.8992  6.6908  0.54
N  1.4173  2.6427  7.6399  -0.54
C  1.7104  3.5996  8.5742  0.15
N  2.6445  4.4234  8.2044  -0.13
O  3.0411  3.9339  6.9754  -0.28
H  1.8899  -1.1631  5.8567  0.14
H  1.2115  0.6883  4.6282  0.40
H  3.5836  2.1006  5.2456  0.24
H  2.0967  2.8026  4.5859  0.24
H  1.2236  3.6779  9.5430  0.22
O  -0.2810  0.3861  7.5537  -0.97
H  -0.3076  0.4561  6.5431  0.45
H  0.3085  1.1345  7.7846  0.49

Cartesian forces (eV/Å) of the 3 atoms listed first:
O -1.548 0.205 -0.509
C 1.371 0.957 -1.184
N 0.140 -1.235 0.789



Molar mass per entry: 141.192, 626.176, 105.137, 145.118 g/mol